(1)
# C26H33N3O3

An isolated molecule of C26H33N3O3 (ωB97M-V with the def2-TZVPD basis set, the Open Molecules 2025 dataset).

Positions of all 65 atoms, in Å:
1 C -5.09 -6.29 -2.42
2 C -4.31 -5.14 -2.99
3 C -4.51 -4.75 -4.30
4 C -3.79 -3.68 -4.81
5 C -2.89 -3.00 -4.02
6 C -2.66 -3.38 -2.70
7 N -1.78 -2.67 -1.90
8 C -0.55 -2.13 -2.41
9 C -0.30 -0.74 -1.83
10 N -0.32 -0.81 -0.38
11 C 0.81 -0.57 0.31
12 O 1.85 -0.27 -0.26
13 C 0.73 -0.67 1.83
14 C 1.90 0.05 2.50
15 C 1.58 1.54 2.63
16 O 0.61 1.87 3.29
17 N 2.40 2.44 2.03
18 C 3.26 2.17 0.89
19 C 2.74 2.98 -0.30
20 C 3.52 2.67 -1.57
21 O 2.84 4.36 -0.04
22 C 2.52 4.74 1.24
23 C 2.47 6.10 1.50
24 C 2.15 6.57 2.76
25 C 1.89 5.68 3.80
26 C 1.57 6.17 5.17
27 C 1.97 4.32 3.54
28 C 2.27 3.83 2.27
29 C -1.56 -1.33 0.12
30 C -1.83 -2.74 -0.45
31 C -0.85 -3.76 0.14
32 C -3.39 -4.46 -2.20
33 H -4.68 -6.62 -1.47
34 H -5.09 -7.13 -3.11
35 H -6.13 -6.00 -2.26
36 H -5.21 -5.28 -4.92
37 H -3.95 -3.37 -5.83
38 H -2.37 -2.15 -4.44
39 H -0.58 -2.07 -3.50
40 H 0.30 -2.78 -2.14
41 H 0.67 -0.35 -2.14
42 H -1.09 -0.05 -2.15
43 H 0.74 -1.73 2.10
44 H -0.19 -0.22 2.20
45 H 1.99 -0.31 3.53
46 H 2.84 -0.16 1.99
47 H 3.24 1.12 0.62
48 H 4.29 2.48 1.13
49 H 1.68 2.72 -0.44
50 H 3.15 3.29 -2.38
51 H 3.39 1.62 -1.82
52 H 4.57 2.89 -1.42
53 H 2.67 6.78 0.68
54 H 2.11 7.63 2.94
55 H 0.92 5.47 5.69
56 H 1.09 7.14 5.13
57 H 2.49 6.28 5.76
58 H 1.78 3.62 4.34
59 H -1.57 -1.38 1.20
60 H -2.37 -0.67 -0.21
61 H -2.85 -3.01 -0.17
62 H 0.17 -3.42 0.05
63 H -1.07 -3.92 1.20
64 H -0.94 -4.72 -0.37
65 H -3.24 -4.80 -1.19

Results
- HOMO-LUMO gap (eV) = 8.3678
- DFT total energy (Ha) = -1400.5856
- energy above the lowest of the compared OMol25 structures with the same formula, charge and spin (kJ/mol) = 57.1
- SMILES = Cc1cccc(N2CCN(C(=O)CCC(=O)N3C[C@H](C)Oc4ccc(C)cc43)C[C@@H]2C)c1
- HOMO energy (eV) = -7.78
- spin multiplicity = 1
- charge = 0

These are the Löwdin partial charges, in e, on atoms 1 to 2: C -0.05; C -0.28

---

(2)
# C4H2O2

A cluster of 2 separate species, C4H2O2 in total (ωB97M-V with the def2-TZVPD basis set, the Open Molecules 2025 dataset).

Positions of all 8 atoms, in Å:
1 C 1.09 2.73 -0.75
2 C 0.30 1.76 -0.50
3 C 0.33 -2.22 0.37
4 C -0.59 0.86 -0.03
5 O -0.20 -2.47 -0.61
6 O 0.88 -1.80 1.31
7 H -1.54 0.98 -0.41
8 H -0.27 0.15 0.62

Results
- HOMO-LUMO gap (eV) = 8.4130
- DFT total energy (Ha) = -303.9390
- energy above the lowest of the compared OMol25 structures with the same formula, charge and spin (kJ/mol) = 185.9
- HOMO energy (eV) = -10.29
- spin multiplicity = 1
- charge = 0

These are the Löwdin partial charges, in e, on atoms 1 to 2: C 0.09; C -0.24

---

(3)
# C7H12O5S

A structure of composition C7H12O5S (ωB97M-V with the def2-TZVPD basis set, the Open Molecules 2025 dataset).

Positions of all 25 atoms, in Å:
1 C 2.48 0.52 0.36
2 C -0.95 1.24 -0.99
3 C 0.21 0.55 1.13
4 C 3.07 -0.86 0.33
5 C -0.34 1.87 0.49
6 C -0.27 -0.58 0.31
7 C -2.10 -2.22 -0.53
8 O -2.94 -0.31 1.12
9 O 1.59 0.71 1.44
10 O -0.48 -0.14 -0.91
11 O 2.64 -1.87 0.77
12 O -1.43 2.56 1.07
13 S -1.92 -1.31 1.08
14 H 3.43 1.12 0.71
15 H 1.83 0.82 -0.51
16 H -2.00 1.15 -1.01
17 H -0.56 1.79 -1.88
18 H -0.29 0.56 2.17
19 H 4.13 -0.80 -0.13
20 H 0.42 2.67 0.43
21 H -2.95 -2.83 -0.36
22 H -1.18 -2.74 -0.61
23 H -2.14 -1.61 -1.41
24 H 0.75 -1.50 0.28
25 H -2.15 1.89 1.14

Results
- HOMO-LUMO gap (eV) = 9.5204
- DFT total energy (Ha) = -1048.1377
- energy above the lowest of the compared OMol25 structures with the same formula, charge and spin (kJ/mol) = 449.9
- HOMO energy (eV) = -8.92
- spin multiplicity = 1
- charge = 0

These are the Löwdin partial charges, in e, on atoms 1 to 2: C -0.16; C -0.01

---

(4)
# C43H47AsN3O7PS6Si2Tl

A structure of composition C43H47AsN3O7PS6Si2Tl (ωB97M-V with the def2-TZVPD basis set, the Open Molecules 2025 dataset).

Positions of all 111 atoms, in Å:
1 Tl 1.27 1.03 -0.34
2 O 2.35 -2.82 -7.00
3 N 3.40 -2.77 -6.36
4 O 4.41 -3.40 -6.67
5 C 3.45 -1.99 -5.17
6 C 4.51 -2.21 -4.32
7 C 4.59 -1.56 -3.07
8 C 5.69 -1.71 -2.20
9 C 5.68 -1.07 -0.99
10 C 4.55 -0.33 -0.63
11 N 3.52 -0.18 -1.43
12 C 3.52 -0.74 -2.64
13 C 2.45 -0.43 -3.56
14 N 1.53 0.44 -3.17
15 C 0.64 0.87 -4.03
16 C 0.61 0.45 -5.36
17 C 1.49 -0.53 -5.76
18 C 2.44 -1.01 -4.86
19 H 5.28 -2.90 -4.61
20 H 6.53 -2.32 -2.52
21 H 6.52 -1.14 -0.31
22 H 4.47 0.19 0.32
23 H -0.08 1.59 -3.65
24 H -0.11 0.88 -6.04
25 H 1.45 -0.91 -6.77
26 O 1.21 2.34 2.16
27 S 2.64 2.70 2.11
28 O 2.91 4.11 2.13
29 O 3.36 1.93 1.10
30 C 3.29 1.99 3.63
31 C 4.28 2.61 4.35
32 C 4.85 1.96 5.43
33 C 4.42 0.67 5.75
34 C 3.44 0.05 5.00
35 C 2.84 0.71 3.93
36 P 1.53 0.04 2.84
37 C 1.65 -1.75 3.39
38 C 0.88 -2.41 4.34
39 C 0.98 -3.78 4.51
40 C 1.86 -4.52 3.73
41 C 2.64 -3.87 2.79
42 C 2.52 -2.51 2.62
43 C 0.03 0.53 3.80
44 C -0.03 0.58 5.19
45 C -1.23 0.89 5.82
46 C -2.36 1.17 5.07
47 C -2.30 1.18 3.69
48 C -1.11 0.85 3.06
49 H 4.58 3.61 4.05
50 H 5.62 2.44 6.02
51 H 4.86 0.16 6.60
52 H 3.14 -0.96 5.24
53 H 0.19 -1.86 4.97
54 H 0.38 -4.28 5.27
55 H 1.93 -5.59 3.86
56 H 3.35 -4.43 2.19
57 H 3.11 -2.00 1.86
58 H 0.85 0.39 5.78
59 H -1.28 0.90 6.90
60 H -3.29 1.41 5.57
61 H -3.17 1.41 3.09
62 H -1.04 0.88 1.99
63 O -1.94 6.55 -4.60
64 C -1.41 5.78 -3.85
65 S 0.26 5.24 -3.98
66 C 0.29 4.12 -2.58
67 C -0.92 3.97 -1.95
68 S -1.18 3.04 -0.49
69 S -2.22 5.04 -2.47
70 S 1.79 3.43 -2.21
71 C -6.25 1.54 -1.03
72 Si -4.74 2.69 -1.35
73 C -4.81 4.05 0.00
74 C -5.23 3.47 -3.04
75 As -2.78 1.44 -0.69
76 Si -2.68 -0.18 -2.46
77 C -1.19 -1.35 -2.82
78 C -4.01 -1.38 -1.74
79 C -3.32 0.43 -4.17
80 H -7.16 2.11 -0.86
81 H -6.10 0.89 -0.17
82 H -6.44 0.90 -1.89
83 H -5.82 4.27 0.34
84 H -4.37 4.97 -0.36
85 H -4.23 3.73 0.87
86 H -6.15 4.04 -2.93
87 H -5.40 2.71 -3.80
88 H -4.48 4.15 -3.43
89 H -0.36 -1.13 -2.16
90 H -0.84 -1.25 -3.84
91 H -1.50 -2.38 -2.67
92 H -3.68 -1.71 -0.76
93 H -4.16 -2.26 -2.36
94 H -4.96 -0.88 -1.61
95 H -2.80 1.32 -4.51
96 H -4.38 0.67 -4.11
97 H -3.21 -0.33 -4.94
98 O -1.08 -0.81 0.14
99 S -0.53 -1.65 1.22
100 C -2.01 -2.04 2.26
101 C -2.07 -3.55 2.37
102 C -1.76 -4.08 0.98
103 C -0.49 -3.38 0.54
104 H -2.85 -1.62 1.72
105 H -1.91 -1.54 3.22
106 H -3.06 -3.88 2.72
107 H -1.32 -3.91 3.08
108 H -2.58 -3.82 0.30
109 H -1.64 -5.17 0.97
110 H -0.39 -3.30 -0.53
111 H 0.39 -3.85 0.97

Results
- HOMO-LUMO gap (eV) = 4.5907
- DFT total energy (Ha) = -8075.5473
- energy above the lowest of the compared OMol25 structures with the same formula, charge and spin (kJ/mol) = 30.7
- HOMO energy (eV) = -4.15
- spin multiplicity = 1
- charge = -1

These are the Löwdin partial charges, in e, on atoms 1 to 2: Tl 0.72; O 0.07

---

(5)
# C20H63N3O14

A cluster of 10 separate species, C20H63N3O14 in total (ωB97M-V with the def2-TZVPD basis set, the Open Molecules 2025 dataset).

Positions of all 100 atoms, in Å:
1 C 1.04 -0.72 6.44
2 O -0.16 -0.01 5.95
3 C -0.51 1.09 6.80
4 C -1.73 1.81 6.30
5 C -2.21 3.02 6.98
6 N -2.85 0.90 6.17
7 H 0.98 -0.85 7.52
8 H 1.94 -0.15 6.23
9 H 1.04 -1.73 6.05
10 H -0.68 0.70 7.80
11 H 0.32 1.79 6.94
12 H -1.51 2.20 5.30
13 H -2.78 3.69 6.33
14 H -1.45 3.74 7.29
15 H -2.95 2.80 7.74
16 H -2.49 0.06 5.74
17 H -3.03 0.37 7.02
18 C 0.89 0.67 -1.86
19 O 0.14 0.22 -0.77
20 C 1.02 -0.07 0.38
21 C 0.04 -0.35 1.60
22 C -0.79 0.98 1.88
23 N 0.76 -0.88 2.73
24 H 1.64 1.41 -1.58
25 H 0.36 1.26 -2.60
26 H 1.33 -0.16 -2.41
27 H 1.81 -0.80 0.18
28 H 1.60 0.80 0.68
29 H -0.54 -1.16 1.16
30 H -1.13 1.54 1.01
31 H -0.12 1.59 2.49
32 H -1.67 0.64 2.43
33 H 0.96 -0.20 3.45
34 H 0.22 -1.66 3.08
35 C 0.19 1.11 -10.18
36 O 0.07 -0.24 -9.58
37 C 0.78 -0.30 -8.27
38 C 0.07 0.33 -7.02
39 C 0.86 0.18 -5.57
40 N -1.18 -0.36 -6.93
41 H -0.24 1.07 -11.18
42 H 1.23 1.44 -10.13
43 H -0.32 1.84 -9.57
44 H 0.73 -1.36 -8.05
45 H 1.77 0.10 -8.46
46 H 0.00 1.41 -7.17
47 H 0.25 0.39 -4.69
48 H 1.72 0.86 -5.48
49 H 1.44 -0.74 -5.54
50 H -1.31 -1.28 -6.53
51 H -1.49 -0.39 -7.89
52 O 4.94 2.33 4.51
53 C 3.54 2.28 4.15
54 C 3.21 3.27 3.04
55 O 4.07 2.95 1.97
56 H 5.06 3.08 5.10
57 H 3.40 1.35 3.60
58 H 2.89 2.22 5.02
59 H 3.47 4.31 3.26
60 H 2.13 3.28 2.90
61 H 4.98 3.03 2.28
62 O -2.01 -2.09 -4.27
63 C -2.26 -1.23 -3.16
64 C -1.87 -2.24 -2.03
65 O -0.48 -2.14 -1.65
66 H -1.08 -2.29 -4.32
67 H -1.51 -0.44 -3.14
68 H -3.28 -0.84 -3.19
69 H -2.15 -3.29 -2.14
70 H -2.50 -1.94 -1.20
71 H -0.34 -1.22 -1.43
72 O -3.78 3.67 -1.90
73 C -2.59 3.67 -1.09
74 C -1.34 3.56 -2.05
75 O -1.25 4.77 -2.69
76 H -4.45 3.13 -1.47
77 H -2.44 4.56 -0.48
78 H -2.54 2.78 -0.46
79 H -1.61 2.78 -2.76
80 H -0.37 3.40 -1.57
81 H -2.14 4.88 -3.04
82 O -1.86 -5.61 1.33
83 C -0.57 -5.45 1.76
84 C 0.21 -4.57 0.74
85 O 0.12 -5.03 -0.56
86 H -2.07 -6.51 1.61
87 H -0.70 -5.04 2.76
88 H 0.06 -6.33 1.90
89 H 1.20 -4.33 1.12
90 H -0.32 -3.62 0.63
91 H -0.73 -4.70 -0.87
92 O 4.34 -1.88 -2.29
93 H 5.06 -2.09 -1.70
94 H 3.55 -2.14 -1.81
95 O 2.19 -3.47 -1.36
96 H 2.06 -4.39 -1.14
97 H 1.30 -3.12 -1.46
98 O -2.12 -1.68 5.10
99 H -2.19 -2.56 4.72
100 H -1.25 -1.67 5.50

Results
- HOMO-LUMO gap (eV) = 8.6226
- DFT total energy (Ha) = -2017.1621
- energy above the lowest of the compared OMol25 structures with the same formula, charge and spin (kJ/mol) = 58.7
- SMILES = COC[C@H](C)N.COC[C@H](C)N.COC[C@H](C)N.OCCO.OCCO.OCCO.OCCO.O.O.O
- HOMO energy (eV) = -8.50
- spin multiplicity = 1
- charge = 0

These are the Löwdin partial charges, in e, on atoms 1 to 2: C -0.05; O -0.24

---

(6)
# C40H114N6O22

A cluster of 14 separate species, C40H114N6O22 in total (ωB97M-V with the def2-TZVPD basis set, the Open Molecules 2025 dataset).

Positions of all 182 atoms, in Å:
1 C 35.11 28.10 -1.49
2 C 35.62 29.49 -1.74
3 C 34.73 30.53 -2.48
4 O 35.27 31.09 -3.70
5 C 36.55 31.52 -3.70
6 N 36.10 30.00 -0.49
7 H 35.92 27.38 -1.38
8 H 34.38 27.74 -2.22
9 H 34.49 28.06 -0.60
10 H 36.50 29.18 -2.29
11 H 34.24 31.18 -1.77
12 H 33.88 30.02 -2.93
13 H 36.80 31.94 -4.68
14 H 37.30 30.81 -3.37
15 H 36.55 32.32 -2.95
16 H 36.66 29.24 -0.11
17 H 36.73 30.77 -0.66
18 C 31.86 29.70 -0.41
19 C 30.48 30.03 0.06
20 C 30.06 29.48 1.47
21 O 28.84 30.04 1.99
22 C 28.48 29.73 3.36
23 N 30.47 31.46 0.21
24 H 31.99 28.68 -0.04
25 H 32.69 30.26 0.03
26 H 32.05 29.70 -1.48
27 H 29.69 29.90 -0.68
28 H 30.76 29.53 2.31
29 H 30.00 28.40 1.34
30 H 28.44 28.65 3.49
31 H 27.49 30.19 3.43
32 H 29.11 30.36 3.99
33 H 29.48 31.40 0.40
34 H 30.57 31.87 -0.70
35 C 34.33 34.52 0.97
36 C 35.09 33.39 0.27
37 C 36.64 33.57 0.28
38 O 37.33 32.89 -0.76
39 C 38.70 32.65 -0.48
40 N 34.70 32.17 0.95
41 H 34.59 35.50 0.58
42 H 34.49 34.50 2.05
43 H 33.25 34.44 0.84
44 H 34.83 33.30 -0.79
45 H 37.10 33.40 1.25
46 H 36.79 34.63 0.07
47 H 38.95 31.83 0.19
48 H 39.26 33.45 0.00
49 H 39.23 32.41 -1.40
50 H 33.81 31.88 0.58
51 H 35.28 31.35 0.84
52 C 27.67 36.01 -4.16
53 C 28.29 34.66 -3.90
54 C 29.62 34.67 -3.07
55 O 30.06 33.37 -2.68
56 C 31.44 33.09 -2.53
57 N 27.33 33.72 -3.22
58 H 27.46 36.55 -3.24
59 H 26.66 35.91 -4.53
60 H 28.19 36.59 -4.92
61 H 28.55 34.29 -4.89
62 H 29.53 35.36 -2.23
63 H 30.37 35.08 -3.74
64 H 31.84 33.61 -1.66
65 H 31.80 33.53 -3.46
66 H 31.75 32.05 -2.61
67 H 27.98 33.23 -2.62
68 H 27.11 32.96 -3.84
69 C 36.64 35.06 -3.15
70 C 36.33 36.10 -4.21
71 C 34.82 36.62 -4.36
72 O 34.40 37.42 -3.26
73 C 33.33 36.88 -2.43
74 N 37.17 37.22 -4.02
75 H 35.74 34.45 -3.02
76 H 36.76 35.49 -2.16
77 H 37.56 34.47 -3.15
78 H 36.61 35.57 -5.12
79 H 34.05 35.85 -4.46
80 H 34.73 37.23 -5.26
81 H 32.33 37.13 -2.80
82 H 33.52 37.56 -1.61
83 H 33.34 35.81 -2.23
84 H 36.92 37.60 -3.12
85 H 36.89 37.99 -4.61
86 C 28.66 27.31 -5.79
87 C 29.84 28.23 -5.81
88 C 29.23 29.65 -5.96
89 O 30.43 30.50 -5.78
90 C 30.14 31.89 -6.01
91 N 30.50 28.14 -4.55
92 H 29.02 26.29 -5.90
93 H 28.15 27.29 -6.75
94 H 28.04 27.50 -4.91
95 H 30.39 27.96 -6.71
96 H 28.49 29.77 -5.18
97 H 28.64 29.72 -6.87
98 H 29.74 31.90 -7.03
99 H 30.92 32.62 -5.81
100 H 29.35 32.25 -5.36
101 H 31.33 28.71 -4.57
102 H 29.78 28.66 -4.06
103 C 24.06 30.41 -0.82
104 C 24.39 31.22 -2.09
105 O 25.51 30.73 -2.67
106 O 25.19 30.30 0.05
107 H 23.65 29.42 -1.02
108 H 23.30 30.93 -0.23
109 H 24.65 32.25 -1.84
110 H 23.60 31.33 -2.84
111 H 25.69 31.30 -3.41
112 H 24.96 29.78 0.83
113 C 27.51 36.77 -8.48
114 C 27.61 38.30 -8.58
115 O 28.88 38.61 -8.01
116 O 28.43 36.23 -9.34
117 H 26.62 36.44 -9.00
118 H 27.55 36.38 -7.46
119 H 26.77 38.83 -8.14
120 H 27.48 38.57 -9.63
121 H 29.53 37.97 -8.30
122 H 28.01 35.54 -9.86
123 C 23.83 37.83 -6.90
124 C 24.22 39.09 -6.12
125 O 25.21 38.82 -5.08
126 O 22.72 37.19 -6.28
127 H 24.75 37.25 -6.93
128 H 23.44 38.20 -7.85
129 H 23.49 39.76 -5.66
130 H 24.79 39.66 -6.85
131 H 24.90 38.00 -4.68
132 H 22.58 36.42 -6.83
133 C 24.65 35.49 -1.54
134 C 24.00 36.52 -0.59
135 O 23.93 36.13 0.78
136 O 25.99 35.42 -1.38
137 H 24.43 35.50 -2.61
138 H 24.11 34.56 -1.38
139 H 23.01 36.72 -1.00
140 H 24.64 37.40 -0.60
141 H 23.72 35.20 0.90
142 H 26.29 34.73 -1.98
143 C 30.07 40.77 -4.31
144 C 28.86 39.79 -4.31
145 O 27.79 40.44 -5.06
146 O 30.36 41.00 -5.68
147 H 30.89 40.22 -3.85
148 H 29.72 41.71 -3.88
149 H 28.64 39.36 -3.33
150 H 29.01 38.80 -4.76
151 H 27.10 39.81 -5.27
152 H 29.49 41.25 -6.02
153 C 31.55 35.92 -6.14
154 C 32.08 36.30 -7.54
155 O 31.31 37.23 -8.17
156 O 30.29 35.30 -6.39
157 H 31.51 36.78 -5.47
158 H 32.12 35.13 -5.67
159 H 32.26 35.40 -8.13
160 H 33.08 36.70 -7.38
161 H 31.81 37.84 -8.72
162 H 29.66 35.94 -6.72
163 C 26.45 32.41 -6.58
164 C 25.17 33.25 -6.81
165 O 25.31 34.28 -7.68
166 O 26.25 31.61 -5.39
167 H 27.38 32.97 -6.48
168 H 26.70 31.78 -7.44
169 H 24.56 33.64 -5.99
170 H 24.44 32.61 -7.31
171 H 25.39 33.80 -8.51
172 H 25.74 30.87 -5.71
173 C 29.06 37.79 1.47
174 C 29.47 37.61 -0.02
175 O 28.54 38.06 -1.01
176 O 30.12 37.85 2.38
177 H 28.42 36.94 1.73
178 H 28.49 38.72 1.55
179 H 29.65 36.59 -0.37
180 H 30.38 38.20 -0.08
181 H 27.68 37.65 -1.07
182 H 30.09 37.20 3.08

Results
- HOMO-LUMO gap (eV) = 8.2782
- DFT total energy (Ha) = -3575.6925
- energy above the lowest of the compared OMol25 structures with the same formula, charge and spin (kJ/mol) = 789.7
- HOMO energy (eV) = -8.54
- spin multiplicity = 1
- charge = 0

These are the Löwdin partial charges, in e, on atoms 1 to 2: C -0.07; C -0.43